No. 1
DFT (the ωB97M-V functional and the def2-TZVPD basis) results for a molecular structure, C39H37BrF3N7O4S2Sm in a non-equilibrium geometry.

The geometry in XYZ format:
```
94
Properties=species:S:1:pos:R:3:forces:R:3
Sm 0.740 0.724 -0.171 -1.227 -1.224 -0.057
Br 3.447 -0.771 0.017 -0.146 -0.079 -0.035
S -1.833 -2.153 1.620 -0.321 -0.035 0.058
S -0.448 2.613 1.680 -0.356 0.231 0.077
F 1.955 4.235 -2.357 -0.006 0.074 -0.036
F 0.274 3.670 -1.090 0.282 0.223 -0.150
F 1.838 5.009 -0.347 -0.053 0.111 0.117
O 2.249 2.415 0.633 0.368 0.173 -0.195
O -4.899 3.540 3.982 -0.054 -0.068 -0.098
O -5.907 4.831 2.496 0.017 0.062 -0.071
O 2.405 1.763 -1.478 -0.163 0.317 0.123
N -4.355 -2.407 0.818 -0.059 -0.098 0.125
N -3.579 -3.961 2.388 -0.196 0.048 0.171
N 0.271 0.823 -2.867 0.071 0.062 0.278
N 0.438 1.662 4.143 0.237 -0.187 -0.041
N 0.852 -0.089 2.581 -0.115 -0.133 -0.387
N -0.399 3.666 4.125 -0.029 0.183 0.034
N -1.759 1.476 -1.131 0.025 0.057 0.563
C -5.468 -4.879 3.718 -0.007 0.031 -0.011
C -1.942 1.574 -2.380 -0.057 -0.057 -0.336
C -0.674 -1.865 -1.714 -0.128 -0.013 0.095
C 3.807 -3.424 -0.745 0.096 -0.205 -0.024
C 1.687 -0.297 4.799 0.070 -0.061 0.124
C -3.179 1.284 0.827 0.017 -0.209 0.046
C 1.924 -2.123 3.291 0.054 -0.107 -0.005
C 0.383 2.120 5.469 0.093 -0.214 -0.107
C 0.003 -4.055 -2.427 0.031 -0.025 0.023
C 1.007 0.397 3.804 -0.025 0.175 0.121
C -0.933 1.129 -3.350 -0.113 0.058 0.028
C -3.372 -2.883 1.616 0.037 -0.074 -0.192
C 2.859 -2.451 -0.710 0.035 0.176 0.101
C 3.491 -4.672 -1.325 0.002 0.013 0.000
C -0.281 0.602 -5.581 -0.066 0.026 -0.026
C 1.534 -2.582 -1.211 -0.050 -0.240 -0.027
C -4.413 3.188 1.633 0.042 -0.003 0.105
C -6.466 -1.233 0.460 0.001 0.013 -0.028
C 2.158 -1.569 4.533 0.028 0.010 0.113
C -1.255 1.036 -4.692 -0.075 0.016 -0.146
C 1.625 3.956 -1.108 0.032 -0.247 0.118
C 1.200 0.411 -3.719 0.070 -0.025 0.046
C 1.275 -1.342 2.362 -0.180 -0.104 -0.102
C 0.968 0.285 -5.084 0.067 -0.025 -0.019
C -0.946 -3.077 -2.383 -0.018 -0.010 0.002
C -3.237 3.314 -0.460 0.066 0.122 -0.070
C 2.248 2.636 -0.592 0.965 1.043 -0.373
C -0.938 4.954 3.693 0.022 -0.123 0.123
C -4.005 1.864 1.770 -0.068 -0.048 0.085
C -2.766 2.020 -0.272 0.005 0.017 -0.120
C 1.269 -3.842 -1.829 0.008 -0.015 -0.030
C -5.159 3.925 2.707 -0.038 -0.058 0.051
C 2.254 -4.865 -1.862 -0.070 0.028 -0.031
C -0.081 2.625 3.312 -0.083 -0.117 0.285
C -0.125 3.350 5.446 -0.173 0.330 -0.188
C -5.813 -2.508 0.964 0.197 0.103 -0.066
C 0.527 -1.569 -1.109 0.502 -0.096 0.177
C -4.668 -4.942 2.425 0.145 0.129 0.093
C -4.057 3.896 0.493 -0.012 0.054 -0.105
H 2.168 0.173 -3.298 -0.008 0.008 -0.001
H -6.201 -3.355 0.398 -0.027 -0.064 -0.004
H 1.996 -5.809 -2.330 0.036 0.056 0.026
H -1.827 5.190 4.277 0.000 -0.026 0.002
H -1.491 -1.146 -1.667 0.024 -0.021 0.002
H -6.059 -0.357 0.967 -0.010 0.008 0.016
H -5.308 -4.803 1.566 -0.022 0.000 -0.142
H -2.872 1.978 -2.783 -0.009 -0.005 -0.011
H -2.251 1.298 -5.029 0.055 0.004 -0.001
H 1.865 0.139 5.768 0.024 -0.033 -0.037
H -2.899 3.891 -1.315 -0.011 -0.004 0.091
H -4.317 1.270 2.626 0.056 0.033 -0.052
H 1.043 -1.753 1.387 0.061 -0.020 -0.055
H -2.787 -4.161 2.976 0.058 -0.019 0.019
H -4.034 -1.670 0.214 0.051 0.111 -0.025
H -6.312 -1.113 -0.616 0.004 0.005 0.057
H -4.259 2.819 3.988 0.048 0.004 0.003
H -6.059 -2.659 2.013 0.027 -0.018 0.068
H -0.191 5.734 3.834 0.026 -0.015 -0.003
H -0.338 4.030 6.253 0.015 -0.009 -0.061
H 1.766 -0.051 -5.734 -0.055 0.011 0.047
H -4.402 4.917 0.382 0.023 -0.043 0.005
H -1.198 4.891 2.644 -0.021 -0.032 -0.062
H 0.670 1.528 6.315 -0.001 0.016 -0.076
H -5.942 -3.903 3.841 0.015 -0.058 0.018
H -2.791 0.281 0.979 -0.023 -0.027 0.018
H -7.540 -1.266 0.643 0.039 0.001 -0.041
H 4.796 -3.241 -0.343 -0.052 -0.020 -0.031
H -4.215 -5.927 2.322 0.034 -0.056 -0.033
H -6.246 -5.645 3.721 0.055 0.037 0.004
H 4.240 -5.453 -1.352 -0.036 0.032 0.003
H -0.188 -5.005 -2.915 -0.006 0.061 0.031
H 2.246 -3.124 3.032 -0.052 0.059 0.015
H -1.916 -3.233 -2.845 0.035 -0.009 0.021
H 2.689 -2.120 5.300 -0.021 0.057 -0.041
H -4.820 -5.050 4.580 -0.035 0.008 -0.013
H -0.496 0.523 -6.639 0.003 -0.015 0.042
```
Forces are in eV/Å.

Calculated values
- LUMO (alpha / beta) (hartree) = -0.1133 / -0.1126
- ⟨S²⟩ = 8.7588
- HOMO (alpha / beta) (eV) = -9.85 / -9.85
- 2S+1 = 6
- energy relative to the best compared isomer or geometry (same formula, charge and spin) (kcal/mol) = 32.8
- total charge = +1

Computed Mulliken charges, given in elementary charges:
1 Sm 0.465
2 Br -0.055
3 S -0.301
4 S -0.240
5 F -0.272
6 F -0.081
7 F -0.278
8 O -0.505
9 O -0.498
10 O -0.543
11 O -0.460
12 N -0.127
13 N -0.067
14 N 0.562
15 N 0.556
16 N 0.512
17 N 0.282
18 N 1.196
19 C -1.018
20 C -0.760
21 C -0.304
22 C -0.805
23 C -1.035
24 C 0.982
25 C -1.442
26 C -0.458
27 C -1.042
28 C 0.851
29 C 0.522
30 C 0.308
31 C 0.286
32 C -0.725
33 C -0.574
34 C 0.505
35 C 0.911
36 C -1.371
37 C -0.783
38 C -1.023
39 C 0.914
40 C -0.295
41 C -0.637
42 C -0.951
43 C -1.245
44 C -0.377
45 C 0.446
46 C -0.888
47 C -1.618
48 C -1.358
49 C 1.115
50 C 0.409
51 C -0.921
52 C 0.169
53 C -0.895
54 C -0.127
55 C 1.042
56 C -0.550
57 C -1.320
58 H 0.489
59 H 0.291
60 H 0.411
61 H 0.376
62 H 0.075
63 H 0.198
64 H 0.269
65 H 0.575
66 H 0.548
67 H 0.380
68 H 0.543
69 H 0.649
70 H 1.002
71 H 0.246
72 H 0.141
73 H 0.362
74 H 0.366
75 H 0.137
76 H 0.295
77 H 0.508
78 H 0.469
79 H 0.459
80 H 0.286
81 H 0.443
82 H 0.256
83 H 0.417
84 H 0.450
85 H 0.470
86 H 0.387
87 H 0.333
88 H 0.411
89 H 0.378
90 H 0.594
91 H 0.489
92 H 0.426
93 H 0.329
94 H 0.458

=====

No. 2
DFT (the ωB97M-V functional and the def2-TZVPD basis) results for a molecular structure, C39H37Cl2FeIN2O2PSe in a non-equilibrium geometry.

The geometry in XYZ format:
```
86
Properties=species:S:1:pos:R:3:forces:R:3
I -0.202 -0.059 -2.787 0.019 -0.078 -0.354
Se 1.440 -2.862 0.042 0.039 -0.098 -0.199
Fe -0.173 0.514 -0.173 0.646 0.172 1.154
Cl 4.442 0.353 5.605 -0.055 -0.008 -0.025
Cl -0.749 -0.603 4.564 -0.080 0.009 -0.042
P -2.458 -0.307 -0.141 -0.740 -0.144 0.120
O 0.081 -0.368 1.747 -0.441 0.230 -0.275
O 1.971 0.238 -0.179 -0.288 0.103 -0.666
N 0.955 -5.450 -1.117 0.017 -0.077 -0.054
N 0.269 -5.319 0.923 -0.004 -0.140 0.172
C -0.248 2.470 0.478 0.098 -0.140 -0.027
C 1.856 -0.085 4.879 0.001 0.013 -0.015
C 1.148 3.830 -1.072 0.001 0.059 0.044
C 1.030 -0.161 2.556 0.271 -0.050 0.013
C -2.176 -0.082 -3.564 0.218 0.023 0.441
C -0.011 -4.792 2.249 -0.072 -0.040 -0.038
C -5.802 0.691 -3.205 -0.097 -0.028 -0.128
C -2.181 -2.979 -0.879 0.063 -0.018 -0.004
C -3.188 0.325 1.410 0.097 0.129 -0.036
C -4.046 0.082 3.648 0.041 -0.067 0.028
C -3.249 1.715 1.559 -0.032 -0.060 0.036
C -1.236 4.438 -0.686 0.028 0.079 0.001
C 1.542 -5.080 -2.392 0.026 -0.027 0.046
C -5.954 0.937 -1.883 -0.018 0.045 0.199
C -3.556 -0.485 2.477 -0.023 0.019 0.023
C 0.432 -6.693 -0.784 0.111 0.166 -0.185
C -4.546 0.307 -3.727 0.225 -0.039 0.117
C 3.412 0.284 3.102 0.131 0.043 -0.090
C 3.162 0.175 4.434 0.018 0.002 0.113
C -3.007 -2.056 -0.249 0.008 0.047 -0.041
C -4.695 -3.766 -0.008 -0.034 0.014 0.030
C 0.029 3.869 -0.017 -0.115 -0.224 -0.205
C 0.866 -4.602 -0.059 -0.054 -0.166 -0.044
C -3.718 2.277 2.735 0.006 -0.039 -0.033
C -4.869 0.715 -1.015 0.012 0.105 -0.066
C -2.114 -0.266 -4.914 -0.106 -0.079 -0.247
C -3.270 -0.209 -5.710 0.112 -0.061 -0.154
C 2.374 0.138 2.162 -0.065 0.068 0.060
C 0.445 4.793 1.127 0.045 0.094 0.008
C 2.723 0.308 0.788 0.175 -0.031 0.272
C -3.627 0.320 -1.449 0.093 -0.005 -0.026
C 0.842 -0.245 3.978 0.001 -0.126 0.030
C -4.281 -2.455 0.161 -0.038 -0.057 -0.064
C -3.401 0.175 -2.868 -0.164 0.043 -0.196
C 0.005 -6.609 0.489 -0.056 0.216 0.192
C -4.135 1.457 3.778 0.012 0.063 0.009
C -2.606 -4.289 -1.070 -0.033 0.025 -0.005
C -3.858 -4.688 -0.627 0.047 0.016 0.002
C -4.457 0.082 -5.120 -0.085 0.054 -0.024
H -5.033 0.852 0.043 -0.052 -0.041 0.041
H -3.451 -1.559 2.408 -0.009 -0.003 0.021
H -2.057 4.509 0.035 0.033 -0.001 -0.051
H -2.916 2.349 0.746 0.009 0.037 0.032
H -1.553 3.792 -1.511 -0.018 0.027 0.047
H -5.677 -4.071 0.336 0.042 0.041 -0.047
H 1.650 -0.164 5.939 0.015 -0.007 -0.032
H 1.686 -5.979 -2.986 -0.028 -0.002 0.020
H 2.498 -4.588 -2.220 -0.003 -0.011 0.025
H 0.427 -7.520 -1.474 -0.009 0.093 0.027
H -1.962 -4.998 -1.574 0.062 -0.026 0.010
H -1.199 -2.671 -1.223 0.033 -0.050 0.076
H -6.906 1.264 -1.484 0.040 -0.029 0.020
H -4.336 -0.559 4.473 0.016 0.014 -0.048
H 2.033 3.328 -0.672 -0.027 0.047 -0.028
H 0.898 -4.381 -2.925 -0.038 0.000 0.013
H 1.360 4.426 1.602 -0.041 0.012 0.013
H -1.154 -0.444 -5.381 -0.081 0.013 -0.046
H 1.434 4.845 -1.379 -0.039 -0.096 -0.024
H -0.923 -4.196 2.243 -0.016 0.024 -0.044
H -3.199 -0.367 -6.779 0.006 -0.017 0.068
H -0.340 4.838 1.887 0.039 -0.009 -0.003
H -6.635 0.796 -3.892 0.065 0.000 0.018
H -4.510 1.894 4.696 0.027 -0.028 -0.046
H -0.463 -7.342 1.124 0.046 0.061 -0.043
H -0.118 -5.624 2.942 -0.011 -0.019 -0.018
H 0.632 5.812 0.767 -0.007 -0.068 0.035
H 0.810 -4.151 2.560 0.042 0.010 -0.021
H -4.188 -5.710 -0.774 0.021 0.037 0.018
H 3.784 0.535 0.592 0.039 -0.061 0.017
H -4.959 -1.735 0.603 0.022 -0.030 0.013
H -3.751 3.355 2.842 -0.012 -0.037 -0.026
H 4.421 0.479 2.750 -0.079 0.023 0.016
H 0.817 3.279 -1.957 0.042 0.010 0.035
H -1.049 5.443 -1.086 -0.026 -0.092 0.022
H -5.363 0.158 -5.710 0.037 0.036 0.039
H -0.286 2.396 1.573 -0.097 0.114 -0.016
```
Forces are in eV/Å.

Calculated values
- LUMO (alpha / beta) (hartree) = -0.0045 / -0.0058
- ⟨S²⟩ = 8.7693
- HOMO (alpha / beta) (eV) = -6.28 / -7.17
- 2S+1 = 6
- energy relative to the best compared isomer or geometry (same formula, charge and spin) (kcal/mol) = 49.0
- total charge = 0

Computed Mulliken charges, given in elementary charges:
1 I 0.117
2 Se -0.227
3 Fe -0.074
4 Cl -0.251
5 Cl -0.203
6 P 0.737
7 O 0.386
8 O -0.618
9 N 0.336
10 N 0.379
11 C -1.330
12 C -0.590
13 C -1.493
14 C -0.592
15 C 0.304
16 C -0.943
17 C -0.909
18 C -0.138
19 C 0.983
20 C -0.780
21 C -0.722
22 C -1.666
23 C -0.901
24 C -1.144
25 C -0.741
26 C -0.478
27 C 0.846
28 C -1.110
29 C 0.173
30 C 0.748
31 C -0.855
32 C 3.025
33 C -0.546
34 C -0.839
35 C -0.427
36 C -0.735
37 C -0.864
38 C 1.231
39 C -1.862
40 C -0.540
41 C 1.411
42 C 0.296
43 C -0.303
44 C -0.251
45 C -0.446
46 C -0.617
47 C -0.467
48 C -0.810
49 C -0.834
50 H 0.386
51 H 0.414
52 H 0.308
53 H 0.540
54 H 0.257
55 H 0.439
56 H 0.465
57 H 0.326
58 H 0.360
59 H 0.433
60 H 0.410
61 H 0.171
62 H 0.434
63 H 0.448
64 H 0.249
65 H 0.261
66 H 0.321
67 H 0.427
68 H 0.486
69 H 0.248
70 H 0.390
71 H 0.420
72 H 0.364
73 H 0.393
74 H 0.453
75 H 0.361
76 H 0.420
77 H 0.375
78 H 0.415
79 H 0.265
80 H 0.432
81 H 0.436
82 H 0.398
83 H 0.210
84 H 0.480
85 H 0.358
86 H 0.781